This record from the OMol25 dataset describes a structure of composition C42H98F5N5NbO12P2 in a non-equilibrium geometry. The level of theory is ωB97M-V/def2-TZVPD.

Structure (XYZ):
```
165
Properties=species:S:1:pos:R:3:forces:R:3:mulliken_charge:R:1
Nb 0.86305 -1.27054 0.77980 -0.46 0.19 2.13 -2.3165
P 1.62354 -3.67834 0.37666 0.04 0.29 -0.26 0.2634
P 1.24910 -0.48093 -2.60110 -0.42 -0.27 -0.99 0.9427
F -4.93294 -3.10189 3.60029 0.53 0.05 -0.36 -0.3794
F -4.29630 -2.44831 0.51224 -0.13 -1.11 0.27 -0.1103
F -3.35552 -4.42136 0.88445 -1.27 1.13 0.48 -0.2223
F -5.47945 -4.06673 1.39330 1.04 0.31 -0.14 -0.2956
F -2.87318 -3.84331 3.28976 -0.74 0.52 -0.21 -0.2734
O 5.17315 -2.26433 8.77412 0.01 -0.08 -0.05 -0.3764
O -7.04241 -2.44430 -5.72483 0.00 0.12 -0.02 -0.4422
O -5.47133 4.63278 -3.19301 -0.11 0.14 0.07 -0.3701
O 2.67787 -1.14292 -2.32590 0.20 -0.36 -0.85 -0.6562
O -4.80721 0.31485 -2.80553 -0.19 0.02 -0.26 -0.2630
O 3.25501 4.64629 -8.91153 -0.06 -0.08 -0.04 -0.4317
O 9.69546 -3.39554 8.81786 -0.08 -0.04 -0.03 -0.3451
O 0.83683 -0.59647 -4.02593 0.29 0.03 0.83 -0.8376
O 1.52266 1.05958 -2.21883 -0.05 0.37 0.06 -0.5255
O -5.33205 8.88578 -5.08511 -0.04 -0.07 0.02 -0.3430
O 2.18115 -5.26511 5.69084 -0.25 0.39 -0.07 -0.4015
O 0.45351 3.17787 -5.60054 0.12 -0.18 -0.15 -0.3706
N 3.40056 3.15283 -6.12012 -0.06 0.15 -0.12 -0.2420
N -1.72227 1.57236 0.22770 0.85 0.24 0.00 -0.7540
N -7.42111 -1.13876 -2.86238 0.10 -0.01 -0.10 -0.3260
N 7.97808 -1.16162 7.79840 -0.04 -0.13 0.10 -0.2723
N -5.10491 7.66592 -2.34934 0.01 -0.02 -0.12 -0.3133
C 1.29809 -4.27466 -1.34029 0.20 -0.37 0.05 -0.0273
C -4.41159 5.20255 -2.44219 0.01 -0.27 0.13 -0.2151
C -4.24956 -3.49888 1.37210 0.35 -0.36 -0.64 0.6918
C 9.78393 -4.06015 7.57523 0.03 -0.02 0.03 -0.6857
C 1.71002 -5.73867 -1.53764 -0.05 0.20 -0.10 -1.4244
C 5.97011 -3.37307 9.13462 -0.11 -0.05 -0.01 -0.5974
C -5.43704 -0.28537 -1.69274 0.20 -0.06 0.29 -0.6038
C 4.43343 3.82368 -6.89486 0.00 -0.16 0.05 -0.7210
C -6.68153 9.26500 -4.94086 0.01 0.02 -0.04 -0.6955
C -1.81835 -1.35343 2.62576 0.03 -0.05 -0.02 -0.3146
C -5.74882 5.23338 -4.43795 0.03 -0.08 -0.05 -0.6653
C -5.33230 1.57330 -3.16842 0.16 0.02 0.00 -0.6322
C -1.24762 -1.90235 1.30975 -0.25 0.18 -0.22 1.1838
C 0.56599 -4.83133 1.35269 0.13 -0.13 0.05 -1.3903
C 5.72786 -0.99090 9.02515 -0.07 0.11 0.08 -0.5696
C 0.22936 1.83110 -6.03156 -0.06 0.27 0.17 -0.4363
C -5.87828 -1.63691 -5.70518 -0.01 -0.04 -0.10 -0.4922
C -3.82308 -2.97227 2.79168 0.15 -0.58 0.33 0.8151
C 1.47012 3.30746 -4.60631 -0.26 0.08 -0.03 -0.4941
C 8.84354 -1.12370 8.96593 -0.14 0.00 -0.05 -0.2033
C 6.68894 -0.49583 7.95209 0.09 0.06 -0.15 -0.6928
C 3.55918 -2.12482 4.56289 -0.36 0.20 -0.06 -0.9660
C 1.82959 -6.24714 4.73472 0.00 -0.03 0.19 0.0457
C -0.43832 1.66699 0.30285 -0.80 -0.12 0.02 -0.2499
C -4.79845 6.43013 -1.63265 -0.07 0.13 0.08 -0.9279
C 3.18230 -3.04455 5.72281 0.16 -0.09 -0.04 -0.2062
C 3.37022 -4.52941 5.42140 -0.03 -0.34 0.08 -0.7152
C 2.81038 -2.42204 3.24096 0.03 0.21 0.50 0.8609
C -3.32814 -1.54047 2.83256 0.05 0.08 0.20 -1.3321
C -6.23876 -1.50103 -2.09102 -0.09 -0.07 -0.13 -0.0833
C 1.86728 4.50640 -8.66696 0.01 0.03 -0.08 -0.5128
C 0.32774 -6.48807 4.79243 -0.05 -0.11 -0.03 -0.9867
C 0.49309 0.94576 1.20592 -0.24 0.41 -0.48 -1.0795
C -8.10697 -2.25472 -3.49975 -0.10 0.11 0.07 -0.7272
C -7.34739 -3.10302 -4.51254 0.00 -0.17 0.00 -0.4809
C -4.01410 8.18333 -3.16267 -0.07 -0.11 0.04 -0.1442
C -4.46645 9.32293 -4.04587 0.09 0.13 -0.02 -0.8046
C 1.69734 -1.42589 2.90243 0.45 -0.27 -0.68 -0.6344
C 10.04812 -2.02039 8.79423 0.14 0.05 0.04 -0.7861
C 0.13791 -1.10593 -1.38361 0.36 -0.06 -0.48 -0.6338
C 4.03910 4.99455 -7.78819 0.09 0.14 0.02 -0.4562
C 2.69468 3.99588 -5.16743 0.03 0.00 -0.11 -0.2279
H -7.15681 -0.46722 -3.57043 0.01 0.04 -0.01 0.1008
H 2.10331 -0.41591 3.04970 -0.09 0.15 -0.05 0.5306
H -3.60343 -1.18489 3.82817 0.03 0.01 0.03 0.4936
H 0.09351 -7.55067 4.72313 0.01 -0.02 -0.03 0.3390
H -2.06057 0.88780 0.90302 0.01 -0.10 0.13 0.3083
H 6.63394 -3.69146 8.32450 0.05 0.05 0.03 0.1332
H -4.11056 4.42746 -1.73217 0.01 -0.01 -0.04 0.3217
H -5.44917 2.21904 -2.29685 -0.02 0.04 0.00 0.2550
H 0.87765 -1.53416 3.61941 -0.18 0.08 0.00 0.2862
H 3.79998 -2.79469 6.57627 0.06 0.19 0.34 -0.1589
H 0.95129 -6.41339 -1.14528 0.01 -0.09 0.11 0.2851
H 0.02331 2.35656 -0.40439 -0.02 -0.05 -0.11 0.4354
H 4.64154 -2.14374 4.41546 0.07 -0.12 -0.05 0.3548
H 0.14174 1.15144 -5.18265 0.03 -0.03 -0.09 0.1609
H 3.37552 4.23905 -4.34440 0.01 0.01 0.01 0.3807
H -3.55947 7.42124 -3.81126 0.03 0.06 0.01 0.1453
H -7.99888 -3.93693 -4.78808 0.01 -0.01 -0.01 0.3636
H 8.98605 -3.77116 6.88233 0.03 0.04 -0.01 0.2792
H 1.35094 4.72801 -9.60115 0.00 0.01 -0.01 0.2967
H -0.06202 -6.12067 5.73945 0.00 0.01 0.06 0.3333
H 9.19510 -0.09654 9.10704 -0.02 0.02 0.03 0.3706
H 4.90512 3.07257 -7.53358 0.04 0.00 0.01 0.3775
H -1.65050 -0.27923 2.70528 0.08 0.08 0.09 0.3071
H 2.74039 -1.42007 -1.39882 0.12 0.17 0.38 0.1392
H -0.35075 -5.06909 0.81094 -0.13 0.09 0.03 0.5611
H 7.82100 -2.12351 7.53173 -0.01 -0.04 -0.02 0.0601
H 2.36419 -7.17640 4.95566 0.14 -0.07 -0.07 0.3207
H -1.88133 -1.55930 0.48586 -0.05 0.01 -0.10 0.0055
H 2.14905 -2.88143 6.02820 -0.13 -0.05 -0.11 0.3740
H 10.73107 -1.84735 9.63049 0.02 -0.02 -0.01 0.3878
H -4.61677 2.03662 -3.84355 0.00 0.02 -0.02 0.2636
H 1.70474 2.33648 -4.17336 0.09 -0.03 -0.06 0.1498
H 1.03786 1.47151 -6.67871 0.03 -0.03 0.03 0.2309
H -0.12997 -2.07772 -1.80911 -0.16 -0.11 0.19 0.4282
H -1.31210 -1.80630 3.47768 0.10 -0.02 0.03 0.2765
H -3.88576 -0.93580 2.11753 -0.06 -0.12 0.02 0.2556
H -6.48764 6.03879 -4.36017 0.05 0.04 0.01 0.1834
H 3.52871 -2.45798 2.42514 -0.03 -0.17 -0.10 0.2832
H 3.54387 5.79386 -7.22196 -0.04 -0.05 0.03 0.3357
H 6.16972 -0.56695 6.99369 0.00 0.03 -0.01 0.3455
H -3.22887 8.55529 -2.49668 0.02 -0.03 0.01 0.3509
H 0.31254 -4.37837 2.30957 -0.05 0.00 0.06 0.1686
H 6.56971 -3.16655 10.02591 0.04 0.00 0.00 0.3592
H 1.86459 -3.64439 -2.02497 -0.06 0.11 -0.01 0.3148
H -5.55770 -2.16215 -2.64437 0.02 -0.04 0.07 0.1436
H 2.35178 -3.40659 3.34250 0.09 -0.19 -0.31 -0.5402
H 2.12294 -5.90453 3.74051 0.07 -0.06 -0.13 0.1173
H -5.91242 7.51237 -2.93706 -0.02 -0.03 -0.04 0.1176
H 10.74745 -3.87144 7.09181 0.00 0.00 -0.02 0.3344
H -7.19610 8.70769 -4.14977 0.02 0.03 0.03 0.2831
H -6.16756 4.46103 -5.08513 0.02 0.01 0.00 0.3194
H -6.43650 -3.53869 -4.08363 0.01 0.06 0.02 0.3509
H -0.75366 -0.47541 -1.47437 -0.06 0.03 0.26 0.4759
H -3.58588 9.76122 -4.52363 -0.02 0.01 -0.01 0.3917
H 2.65439 -5.94447 -1.03543 0.07 -0.07 0.01 0.3702
H 2.73101 2.73153 -6.74871 -0.03 -0.08 0.02 0.0609
H 6.87563 0.56829 8.13199 0.00 0.01 0.03 0.3984
H 6.16967 -0.96493 10.03016 0.08 -0.04 -0.04 0.4084
H 1.83203 -5.96116 -2.59780 -0.02 -0.07 -0.06 0.4409
H 5.29290 -4.19955 9.34934 0.00 0.00 0.02 0.2958
H -3.54845 5.38310 -3.08767 0.04 0.07 -0.11 0.2942
H -6.77370 10.33484 -4.72625 -0.02 0.01 0.01 0.3357
H -8.47408 -2.92265 -2.71252 0.02 -0.03 0.01 0.4000
H 5.20436 4.17863 -6.20125 0.00 0.03 0.01 0.3921
H 4.88081 -0.30080 9.03545 -0.01 -0.01 0.02 0.3533
H -5.10798 -2.05607 -5.05328 0.01 0.01 0.03 0.2944
H 3.31227 -1.10208 4.86200 0.15 0.06 0.02 0.3505
H 1.59506 3.49295 -8.36137 0.01 0.03 0.06 0.1598
H -5.67416 6.17152 -1.03208 0.02 0.01 0.01 0.3846
H 1.06653 3.93693 -3.80565 -0.04 -0.06 -0.01 0.3643
H 2.50565 -0.78268 0.02765 -0.09 -0.11 0.00 0.1014
H 9.69597 -5.12621 7.77550 -0.01 -0.01 0.00 0.2365
H -8.98665 -1.85218 -4.00892 -0.03 -0.01 0.02 0.3740
H 2.35736 4.94639 -5.60898 0.02 0.01 0.07 0.1500
H 2.38143 1.12815 -1.79632 0.17 0.09 0.19 0.3191
H -6.55560 -2.03319 -1.18865 0.00 -0.02 0.00 0.3325
H -6.30165 1.49997 -3.68119 -0.01 -0.01 0.06 0.2104
H 0.15395 1.05069 2.24173 -0.07 -0.35 0.08 0.5851
H 1.52324 5.20572 -7.89971 -0.01 -0.02 0.02 0.2730
H -0.69819 1.82451 -6.60615 0.03 0.08 0.03 0.2657
H -6.08629 -0.61209 -5.38623 0.01 -0.01 0.06 0.1304
H 0.23738 -4.16653 -1.57055 -0.06 0.10 -0.09 0.2674
H 4.17010 -4.94203 6.04472 0.11 -0.04 -0.02 0.3724
H -7.17665 9.05466 -5.88736 -0.01 -0.01 0.00 0.2372
H -4.95399 10.10210 -3.45106 -0.01 -0.03 0.05 0.4048
H -3.98439 6.63897 -0.93112 0.03 -0.01 0.00 0.4136
H 10.57782 -1.77946 7.86753 -0.03 0.03 -0.03 0.4068
H 8.33611 -1.42900 9.89225 0.03 0.03 0.02 0.1761
H -1.35786 -2.98932 1.34096 0.17 -0.04 -0.18 -0.2207
H -4.64279 -0.60534 -1.01572 0.00 0.03 0.04 0.0360
H -4.84165 5.62817 -4.90509 -0.02 0.03 -0.02 0.3159
H 1.10026 -5.76378 1.54031 -0.04 -0.06 0.04 0.5264
H 1.47395 1.42965 1.16360 0.09 -0.09 0.02 0.5373
H 3.65675 -4.68164 4.37841 0.05 0.02 -0.06 0.4738
H -5.49282 -1.60104 -6.72389 0.00 -0.01 0.00 0.3059
H -0.19750 -5.98413 3.98301 -0.02 0.11 0.04 0.0493
H 4.96148 5.41803 -8.19532 -0.01 0.01 -0.01 0.3503
H -6.05886 0.44295 -1.16257 -0.08 -0.02 -0.02 0.4587
```
Positions in Å, forces in eV/Å.

Computed properties:
LUMO level (eV): 1.39
Total charge: -1
HOMO energy (eV): -4.73
E (a.u.): -4074.51845